(1)
The following is a quantum chemistry calculation of a structure of composition C43H56BaN7PS3 in a non-equilibrium geometry, from the Open Molecules 2025 dataset.

The HOMO energy comes out at -6.62 eV. The maximum force is 0.0419 Eh/bohr. As for the multiplicity: 1. As for the charge: 0. The calculation puts the frontier orbital gap at 5.611 eV.

The geometry in XYZ format:
```
111
Properties=species:S:1:pos:R:3:lowdin_charge:R:1
Ba 0.0892 0.7858 1.1199 1.415
N 0.3891 3.1897 5.1922 0.058
C 0.5516 2.7867 3.9015 -0.952
S -0.7926 2.9977 2.8688 0.388
N 1.7718 2.3673 3.6211 -0.037
N 2.0190 1.6198 2.5479 -0.149
C 3.2413 1.5484 2.1138 -0.202
C 4.3751 2.3578 2.6413 -0.175
C 4.6217 2.5094 4.0062 -0.032
C 5.6867 3.2796 4.4481 -0.082
C 6.5131 3.9273 3.5426 -0.096
C 6.2694 3.7983 2.1830 -0.086
C 5.2138 3.0197 1.7394 -0.047
C 3.5072 0.6236 0.9956 -0.229
C 4.7870 0.0899 0.7954 -0.008
C 5.0252 -0.7348 -0.2852 -0.052
C 3.9831 -1.0144 -1.1580 -0.056
C 2.7398 -0.4847 -0.8683 -0.151
N 2.4952 0.3039 0.1750 -0.056
H -0.3870 3.7927 5.3940 0.069
H 1.2181 3.2636 5.7593 0.091
H 3.9767 2.0173 4.7158 0.102
H 5.8704 3.3785 5.5106 0.101
H 7.3423 4.5291 3.8923 0.099
H 6.9047 4.3050 1.4673 0.100
H 5.0202 2.9387 0.6769 0.118
H 5.5788 0.3192 1.4927 0.119
H 6.0115 -1.1502 -0.4468 0.110
H 4.1262 -1.6418 -2.0268 0.103
H 1.8930 -0.6943 -1.5116 0.049
S -0.7091 -0.5214 -1.8437 0.683
C -0.6909 0.5920 -3.0803 -0.692
N -0.5671 0.2382 -4.3752 -0.097
C -0.7949 1.2415 -5.4057 -0.098
C -1.9538 2.1020 -4.9576 -0.097
N -1.5636 2.7479 -3.7123 -0.101
C -1.8561 4.1742 -3.5870 -0.120
C -1.0548 4.9868 -4.5775 -0.216
C -1.6718 5.6077 -5.6571 -0.054
C -0.9221 6.3242 -6.5806 -0.081
C 0.4521 6.4199 -6.4318 -0.087
C 1.0757 5.8010 -5.3559 -0.073
C 0.3272 5.0880 -4.4334 -0.033
C -0.8440 2.0529 -2.8103 -0.711
S -0.1375 2.7617 -1.4826 0.666
C -0.3849 -1.1418 -4.8226 -0.122
C -1.6584 -1.7168 -5.3984 -0.212
C -2.6963 -2.1155 -4.5582 -0.032
C -3.8713 -2.6210 -5.0916 -0.071
C -4.0259 -2.7334 -6.4667 -0.085
C -2.9988 -2.3360 -7.3087 -0.081
C -1.8210 -1.8322 -6.7747 -0.058
H -1.0274 0.7401 -6.3423 0.123
H 0.0921 1.8688 -5.5439 0.143
H -2.8408 1.4770 -4.8092 0.145
H -2.1748 2.8674 -5.6981 0.127
H -1.6210 4.4680 -2.5682 0.082
H -2.9256 4.3159 -3.7595 0.134
H -2.7481 5.5393 -5.7742 0.112
H -1.4139 6.8062 -7.4157 0.104
H 1.0369 6.9817 -7.1486 0.103
H 2.1482 5.8802 -5.2326 0.106
H 0.8082 4.6098 -3.5883 0.092
H -0.0493 -1.7224 -3.9688 0.085
H 0.3994 -1.1430 -5.5833 0.133
H -2.5757 -2.0289 -3.4857 0.087
H -4.6677 -2.9373 -4.4302 0.107
H -4.9390 -3.1422 -6.8794 0.104
H -3.1109 -2.4217 -8.3820 0.104
H -1.0162 -1.5388 -7.4408 0.111
C -1.0653 -4.2633 0.9766 -0.107
C -0.3922 -4.0399 2.3362 -0.593
C 1.1135 -3.8834 2.0656 -0.108
C -0.6495 -5.2611 3.2197 -0.087
P -1.0445 -2.3433 2.9798 0.787
N -0.4304 -1.1850 2.1822 -0.653
C -2.9644 -2.3698 2.8393 -0.593
C -3.3340 -2.0516 1.3832 -0.109
C -3.6784 -3.6439 3.2898 -0.086
C -3.4630 -1.1864 3.6806 -0.101
C -0.6058 -2.2263 4.8509 -0.593
C 0.8747 -2.6104 4.9692 -0.103
C -1.4196 -3.0946 5.8109 -0.086
C -0.6994 -0.7491 5.2590 -0.102
H -0.5600 -5.0768 0.4468 0.081
H -0.9959 -3.3598 0.3673 0.068
H -2.1115 -4.5487 1.0831 0.054
H 1.4181 -4.5499 1.2527 0.076
H 1.7205 -4.1345 2.9335 0.062
H 1.3296 -2.8555 1.7658 0.049
H -0.3163 -6.1608 2.6912 0.086
H -1.7082 -5.3826 3.4499 0.058
H -0.0967 -5.2102 4.1576 0.057
H -3.3048 -2.9275 0.7382 0.058
H -2.6464 -1.3032 0.9832 0.043
H -4.3507 -1.6486 1.3419 0.080
H -3.4830 -4.4792 2.6160 0.059
H -4.7590 -3.4657 3.2862 0.086
H -3.3938 -3.9404 4.2989 0.058
H -2.8764 -0.2912 3.4649 0.074
H -3.4165 -1.3958 4.7479 0.057
H -4.5089 -0.9771 3.4364 0.083
H 1.0298 -3.6809 4.8431 0.053
H 1.2401 -2.3432 5.9652 0.083
H 1.4665 -2.0683 4.2296 0.078
H -1.4037 -4.1464 5.5226 0.059
H -2.4575 -2.7692 5.8804 0.059
H -0.9845 -3.0163 6.8126 0.086
H -0.2933 -0.1196 4.4656 0.046
H -0.1107 -0.5802 6.1659 0.082
H -1.7173 -0.4292 5.4691 0.063
```

---

(2)
The following is a quantum chemistry calculation of a cluster of 3 separate species, C43H56Br2N6O6S2 in total in a non-equilibrium geometry, from the Open Molecules 2025 dataset.

The HOMO energy comes out at -8.23 eV. The maximum force is 0.2298 Eh/bohr. As for the multiplicity: 1. As for the charge: 0. The calculation puts the frontier orbital gap at 6.103 eV. The structure (SMILES) is C#CCCCc1c(O)cc([C@H](Br)[C@H](C)Br)c2c1C(=O)c1c(CC=C)c(OC#N)c(CNC)c(CCCSC(=S)n3ccnc3)c1C2=O.COC[C@@H](C)N.COC[C@@H](C)N.

The geometry in XYZ format:
```
115
Properties=species:S:1:pos:R:3:lowdin_charge:R:1
C -0.1921 1.9342 -5.9462 0.032
C -0.7835 0.8869 -5.1790 -0.102
C -1.8210 -0.1884 -4.4742 -0.208
C -1.1361 -0.7887 -3.0854 -0.211
C -1.8438 -2.1929 -2.5677 -0.157
C -2.0804 -2.2581 -0.9424 -0.007
C -3.6083 -2.6894 -0.4452 -0.106
O -4.7183 -3.0263 -1.3748 -0.097
C -3.8980 -2.7414 1.1934 0.042
C -2.7380 -2.3907 2.3273 -0.119
C -3.1455 -2.5069 3.9109 -0.632
Br -4.2578 -4.2087 4.0829 0.592
C -4.1201 -1.2817 4.4236 -0.719
C -3.2392 0.0995 4.5217 -0.184
Br -4.7878 -1.6440 6.3102 0.566
C -1.2298 -1.9625 1.8459 0.020
C -0.9216 -1.9281 0.2025 0.041
C 0.6415 -1.5373 -0.2450 -0.180
O 1.1647 -2.1714 -1.2989 -0.036
C 1.4448 -0.4039 0.6581 0.032
C 2.4964 0.6364 -0.0502 -0.013
C 2.8437 0.6785 -1.6741 -0.128
C 1.6697 1.6680 -2.3373 -0.120
C 0.6720 2.3385 -1.4434 -0.046
C 3.2492 1.7551 0.9247 -0.061
O 4.2395 2.7450 0.3977 -0.097
C 5.5444 2.0520 0.1365 -0.125
N 6.4532 1.3984 -0.5580 0.133
C 2.9036 1.7968 2.5603 0.025
C 3.6777 2.9679 3.4220 -0.221
N 5.1733 2.7536 3.5586 -0.136
C 5.8291 4.0854 3.2623 -0.173
C 1.8090 0.7199 3.2210 -0.027
C 1.5118 0.8618 4.8268 -0.150
C 0.2125 1.8683 5.1104 -0.219
C 0.3697 3.3480 4.4138 -0.478
S -1.2870 4.2971 4.4507 0.771
C -1.4771 5.0260 2.6961 -0.906
S -0.1309 5.6895 1.8272 0.599
N -2.8220 5.0891 1.9649 -0.193
C -3.2524 4.3554 0.7011 -0.058
C -4.7834 4.7815 0.2914 -0.099
N -5.2818 5.7574 1.3752 -0.026
C -4.0750 5.9079 2.3071 -0.086
C 1.0818 -0.4135 2.2864 0.043
C 0.0155 -1.5609 2.8518 -0.178
O 0.2319 -2.1210 4.0444 -0.031
H 0.2667 2.9631 -6.3388 0.056
H -1.9946 -1.0429 -5.2808 0.122
H -2.8681 0.3205 -4.2900 0.119
H -0.0091 -1.0569 -3.3639 0.113
H -1.0743 0.0414 -2.2347 0.104
H -1.2871 -3.1645 -2.9162 0.133
H -2.9208 -2.2094 -3.0823 0.110
H -5.0759 -2.1722 -1.7866 0.099
H -5.0134 -3.0432 1.4874 0.098
H -2.2496 -2.6574 4.6484 0.104
H -5.0003 -1.1315 3.6555 0.117
H -3.8787 0.8944 5.1252 0.088
H -3.0542 0.5466 3.4537 0.093
H -2.2304 -0.1772 5.0818 0.084
H 3.8650 1.1976 -1.9225 0.098
H 2.8456 -0.3782 -2.1822 0.120
H 1.6382 1.8792 -3.5106 0.096
H 1.0704 3.0967 -0.6138 0.072
H -0.4879 2.1617 -1.4829 0.054
H 3.2232 3.1764 4.4815 0.106
H 3.5355 3.9756 2.7979 0.127
H 5.5271 1.9816 2.9466 0.096
H 5.7505 4.3842 2.1336 0.077
H 6.9871 4.1223 3.5453 0.101
H 5.3437 4.9848 3.8742 0.103
H 2.4977 1.3024 5.3308 0.122
H 1.2805 -0.1412 5.3834 0.116
H 0.0266 2.0416 6.2563 0.124
H -0.7696 1.3888 4.6707 0.081
H 1.1391 4.0510 4.9789 0.093
H 0.6866 3.3292 3.2864 0.053
H -2.6412 3.5846 0.0531 0.098
H -5.4421 4.4282 -0.6296 0.100
H -3.9445 6.5732 3.2692 0.125
C -10.1147 -3.2787 -4.2465 -0.107
O -8.8802 -3.7900 -4.7248 -0.192
C -8.1752 -2.9062 -5.6022 -0.194
C -7.3394 -1.8253 -4.8782 -0.424
C -8.1781 -0.6751 -4.3277 -0.073
N -6.5429 -2.4020 -3.7854 0.036
H -10.6238 -2.6600 -4.9916 0.091
H -9.9537 -2.7147 -3.3258 0.073
H -10.7606 -4.1277 -4.0018 0.090
H -7.4836 -3.5441 -6.1659 0.122
H -8.8565 -2.4639 -6.3389 0.119
H -6.6498 -1.3963 -5.6157 0.135
H -8.7249 -0.9479 -3.4211 0.065
H -7.5345 0.1736 -4.0663 0.076
H -8.9010 -0.3257 -5.0716 0.080
H -5.9156 -3.1062 -4.1753 0.082
H -7.1820 -2.9472 -3.1986 0.082
C 10.8597 -2.6060 -2.2749 -0.111
O 9.7749 -1.7100 -2.0886 -0.196
C 8.5821 -2.3227 -1.5887 -0.198
C 8.5624 -2.5173 -0.0549 -0.431
C 9.4134 -3.6917 0.4205 -0.078
N 8.9922 -1.2999 0.6484 0.036
H 10.5279 -3.5973 -2.5980 0.089
H 11.4459 -2.6787 -1.3568 0.072
H 11.5129 -2.1904 -3.0485 0.087
H 7.7686 -1.6355 -1.8508 0.116
H 8.3754 -3.2609 -2.1176 0.116
H 7.5264 -2.7327 0.2344 0.134
H 10.4843 -3.4725 0.3997 0.063
H 9.1624 -3.9481 1.4569 0.077
H 9.2336 -4.5800 -0.1932 0.077
H 8.3606 -0.5384 0.3984 0.045
H 9.8877 -1.0136 0.2407 0.072
```